i) 19
Properties=species:S:1:pos:R:3:lowdin_charge:R:1 method="wB97M-V/def2-TZVPD" e_homo_ev=-8.24 multiplicity=1 smiles="C=C(N)CCC=O.O"
O 0.043 -0.854 2.665 0.04
C 0.931 -1.211 1.923 -0.26
C 1.422 -0.244 0.911 -0.15
C 0.290 -0.093 -0.155 -0.17
C -0.624 1.061 -0.118 -0.41
C -0.754 2.064 -0.998 0.03
N -1.712 0.858 0.774 0.09
H 1.210 -2.263 1.784 0.13
H 1.818 0.709 1.249 0.12
H 2.307 -0.734 0.432 0.11
H 0.975 0.029 -1.109 0.14
H -0.123 -1.078 -0.328 0.09
H -1.644 2.700 -0.924 0.06
H 0.000 2.365 -1.708 0.05
H -2.342 1.614 0.949 0.08
H -1.514 0.301 1.590 0.06
H -0.150 -1.054 -2.587 0.03
H 0.293 -2.191 -1.865 0.03
O -0.427 -1.979 -2.485 -0.07

***

ii) 19
Properties=species:S:1:pos:R:3:lowdin_charge:R:1 method="wB97M-V/def2-TZVPD" e_homo_ev=-9.27 multiplicity=1 smiles="CC[C@@H](O)CC(N)=O"
C -0.239 -1.135 0.659 -0.40
C -1.064 -0.590 -0.528 -0.07
C 1.093 -0.164 0.791 -0.18
C 2.069 -0.296 -0.367 -0.12
C -1.373 0.846 -0.182 -0.52
N -1.133 1.784 -1.121 0.19
O -0.966 -1.118 1.819 -0.08
O -1.843 1.146 0.925 0.03
H -1.469 -0.166 1.810 0.13
H 0.142 -2.144 0.459 0.14
H -1.314 2.748 -0.892 0.12
H -0.750 1.547 -2.019 0.11
H -0.523 -0.671 -1.468 0.11
H -2.002 -1.149 -0.588 0.13
H 0.845 0.882 0.981 0.10
H 1.559 -0.531 1.708 0.10
H 3.016 0.189 -0.132 0.07
H 1.678 0.166 -1.273 0.06
H 2.274 -1.344 -0.582 0.07

***

The winner here is ii), beating the second structure by 204.3 kJ/mol.

***

i) 19
Properties=species:S:1:pos:R:3:lowdin_charge:R:1 method="wB97M-V/def2-TZVPD" e_homo_ev=-9.55 multiplicity=1 smiles="C[C@@H](CCO)NC=O"
O 3.012 -1.065 -1.666 0.01
C 2.132 -1.042 -0.833 -0.36
N 1.242 -0.008 -0.738 0.04
C 0.358 0.173 0.398 -0.37
C -1.042 0.707 -0.080 -0.15
C -1.852 -0.394 -0.746 -0.24
O -2.187 -1.395 0.267 -0.10
C 1.004 1.195 1.388 -0.06
H 1.911 -1.929 -0.209 0.14
H 1.430 0.804 -1.295 0.14
H 0.123 -0.774 0.998 0.16
H -1.048 1.653 -0.604 0.12
H -1.462 0.787 0.902 0.10
H -2.887 -0.143 -1.078 0.12
H -1.256 -0.819 -1.607 0.12
H -2.722 -2.045 -0.193 0.08
H 1.133 2.101 0.841 0.06
H 1.861 0.833 2.092 0.11
H 0.251 1.363 2.163 0.06

***

ii) 19
Properties=species:S:1:pos:R:3:lowdin_charge:R:1 method="wB97M-V/def2-TZVPD" e_homo_ev="-7.03 / -7.14" multiplicity=1
C 0.094 0.500 0.120 -0.34
C 2.285 -0.434 1.082 -0.10
C 0.642 0.743 -1.248 -0.07
N 0.249 -0.683 0.703 0.01
C -2.043 -0.111 -0.109 -0.28
C -2.989 0.789 0.131 -0.03
O -2.211 -1.134 -0.994 -0.02
O 2.874 -1.074 0.033 -0.05
H -1.480 -1.751 -0.869 0.08
H 2.476 -1.951 -0.057 0.11
H -0.190 -0.688 1.620 0.08
H -0.070 1.398 0.722 0.12
H 2.233 -0.972 2.026 0.08
H 2.638 0.591 1.159 0.10
H 0.980 -0.180 -1.716 0.08
H -0.163 1.157 -1.862 0.09
H 1.462 1.462 -1.220 0.08
H -3.949 0.767 -0.383 0.05
H -2.836 1.570 0.862 0.03

***

iii) 19
Properties=species:S:1:pos:R:3:lowdin_charge:R:1 method="wB97M-V/def2-TZVPD" e_homo_ev=-9.14 multiplicity=1 smiles="C=NC(C)(C)O.C=O"
C 0.718 1.657 1.834 -0.11
C -0.549 1.026 -0.629 0.00
O -0.080 1.069 2.548 -0.02
H -0.848 -0.207 1.823 0.07
H 1.621 1.185 1.426 0.08
H 0.688 2.751 1.722 0.09
H -1.609 1.272 -0.618 0.06
H -0.230 0.845 -1.650 0.03
H -0.017 1.937 -0.367 0.03
C -1.163 -1.517 -1.125 -0.02
C -0.507 -0.698 -0.023 -0.61
C 1.820 -0.837 -0.507 -0.05
N 0.836 -1.102 0.219 0.05
O -1.251 -0.789 1.104 -0.02
H -0.601 -1.453 -2.054 0.08
H -2.175 -1.155 -1.277 0.09
H -1.208 -2.560 -0.811 0.09
H 2.790 -1.234 -0.230 0.07
H 1.765 -0.190 -1.384 0.08

***

The winner here is i), beating the second structure by 202.1 kJ/mol.

***

i) 19
Properties=species:S:1:pos:R:3:lowdin_charge:R:1 method="wB97M-V/def2-TZVPD" e_homo_ev=-8.68 multiplicity=1
C 1.940 -0.704 0.984 -0.42
N -1.047 -1.179 0.267 0.11
C -1.740 -0.487 -0.558 -0.58
C -2.183 0.846 -0.529 0.10
O 0.254 2.191 1.239 -0.20
C -1.933 -0.441 -1.965 0.09
O 2.343 -1.585 0.184 0.05
C 1.718 0.643 0.047 0.13
H 2.735 -0.378 1.685 0.13
H 0.980 -0.860 1.483 0.10
H -0.334 -1.727 -0.190 0.04
H -2.818 -0.149 -2.502 0.07
H -1.640 1.727 -0.209 0.07
H -3.141 1.108 -0.957 0.07
H 0.318 2.656 2.078 0.00
H -1.010 -0.564 -2.538 0.08
H 1.015 0.293 -0.708 0.07
H 2.629 1.119 -0.288 0.09
H 1.130 1.277 0.866 0.01

***

ii) 19
Properties=species:S:1:pos:R:3:lowdin_charge:R:1 method="wB97M-V/def2-TZVPD" e_homo_ev=-9.10 multiplicity=1 smiles="C[C@]1(O)N[C@@H]1O.C=C"
C 1.456 -0.690 0.051 -0.62
C -1.522 1.873 -0.725 -0.03
C 1.723 -1.443 1.331 0.01
C -2.526 1.073 -0.303 -0.12
N 0.853 0.619 0.070 0.11
C 0.088 -0.726 -0.534 -0.28
O 2.516 -0.802 -0.853 0.02
O -0.976 -1.176 0.117 -0.04
H 2.590 0.042 -1.314 0.10
H 0.506 0.835 1.001 0.08
H 0.000 -0.585 -1.613 0.14
H -1.211 1.903 -1.757 0.07
H -0.976 2.513 -0.052 0.06
H 0.813 -1.519 1.924 0.08
H 2.070 -2.445 1.086 0.09
H 2.506 -0.937 1.894 0.09
H -2.938 1.209 0.691 0.07
H -3.218 0.657 -1.025 0.07
H -1.754 -0.401 0.010 0.10

***

iii) 19
Properties=species:S:1:pos:R:3:lowdin_charge:R:1 method="wB97M-V/def2-TZVPD" e_homo_ev=-8.74 multiplicity=1
C 0.079 1.616 1.228 -0.16
C -0.853 1.096 -2.168 -0.08
O -0.671 0.833 0.329 -0.28
N -0.624 1.842 -1.229 0.16
H 1.132 1.705 0.937 0.07
H 0.020 1.167 2.225 0.08
H -0.349 2.620 1.270 0.08
H -0.879 1.566 -3.153 0.09
H -0.950 -0.221 -1.827 0.06
C -0.457 -1.642 1.185 -0.01
C 1.301 -0.755 -0.454 -0.01
C -0.159 -0.949 -0.114 -0.51
O -0.993 -1.175 -1.068 -0.03
H -1.509 -1.512 1.429 0.10
H -0.258 -2.710 1.054 0.10
H 1.697 -1.738 -0.723 0.10
H 1.875 -0.377 0.391 0.08
H 1.427 -0.093 -1.308 0.08
H 0.168 -1.272 1.997 0.08

***

The winner here is ii), beating the second structure by 167.6 kJ/mol.

***

i) 19
Properties=species:S:1:pos:R:3:lowdin_charge:R:1 method="wB97M-V/def2-TZVPD" e_homo_ev=-9.76 multiplicity=1 smiles="NC(=O)CCCCO"
C 0.678 -0.126 -2.456 -0.27
O 1.640 0.876 -2.149 -0.07
C -0.346 -0.293 -1.358 -0.20
C 0.271 -0.880 -0.091 -0.20
C -0.553 -0.648 1.175 -0.13
C -0.437 0.766 1.702 -0.55
N -0.363 0.867 3.062 0.15
O -0.428 1.743 0.984 0.05
H 0.201 0.073 -3.421 0.11
H 1.240 -1.051 -2.524 0.11
H 1.202 1.719 -1.999 0.09
H -0.810 0.663 -1.122 0.10
H -1.150 -0.947 -1.716 0.12
H 1.271 -0.469 0.089 0.12
H 0.477 -1.953 -0.261 0.12
H -1.618 -0.768 0.962 0.13
H -0.317 -1.375 1.951 0.11
H -0.451 0.047 3.645 0.10
H -0.506 1.754 3.527 0.11

***

ii) 19
Properties=species:S:1:pos:R:3:lowdin_charge:R:1 method="wB97M-V/def2-TZVPD" e_homo_ev=-8.92 multiplicity=1 smiles="CCN(C)CC(=O)O"
C 0.537 2.579 1.041 -0.09
C -0.026 1.295 1.679 -0.23
N 0.383 0.189 0.739 -0.22
C 0.580 -1.063 1.522 -0.09
C -0.717 0.012 -0.274 -0.10
C -0.279 -0.938 -1.356 -0.50
O -0.733 -0.462 -2.538 0.10
O 0.272 -1.996 -1.263 0.12
H 1.435 2.972 1.529 0.07
H -0.137 3.443 1.151 0.07
H 0.766 2.439 -0.014 0.06
H -1.109 1.274 1.786 0.11
H 0.528 1.119 2.595 0.10
H 1.073 -1.820 0.916 0.07
H -0.420 -1.372 1.866 0.09
H 1.229 -0.852 2.378 0.08
H -0.825 1.046 -0.606 0.12
H -1.638 -0.407 0.174 0.14
H -0.551 -1.116 -3.215 0.12

***

The winner here is i), beating the second structure by 89.8 kJ/mol.

***

i) 17
Properties=species:S:1:pos:R:3:lowdin_charge:R:1 method="wB97M-V/def2-TZVPD" e_homo_ev=-8.57 multiplicity=1 smiles=CNCCS.O
C -1.285 -2.116 -1.536 -0.12
N -1.136 -0.953 -0.662 -0.15
C 0.228 -0.653 -0.348 -0.34
C 0.469 0.506 0.659 -0.59
S 2.246 0.754 0.921 0.69
H -0.699 -2.905 -1.068 0.07
H -0.911 -1.939 -2.548 0.07
H -2.339 -2.374 -1.558 0.07
H -1.776 -0.198 -0.879 0.08
H 0.669 -1.520 0.145 0.10
H 0.821 -0.332 -1.221 0.11
H 0.057 1.424 0.245 0.05
H -0.051 0.297 1.594 0.07
H 2.524 -0.434 1.505 -0.14
H -2.985 2.370 0.308 0.05
H -2.257 1.041 0.695 0.05
O -2.316 1.741 0.011 -0.07

***

ii) 17
Properties=species:S:1:pos:R:3:lowdin_charge:R:1 method="wB97M-V/def2-TZVPD" e_homo_ev=-8.75 multiplicity=1 smiles=C[C@@H](N)CS.O
C -2.635 -0.610 -0.379 -0.11
C -1.304 0.111 -0.221 -0.49
C -0.128 -0.413 -1.247 -0.39
S 1.362 0.795 -1.065 0.65
N -0.899 -0.297 1.209 -0.02
H -3.181 -0.392 -1.436 0.13
H -3.357 -0.211 0.424 0.09
H -2.490 -1.595 0.040 0.06
H -1.236 1.164 -0.305 0.08
H 0.226 -1.321 -0.765 0.06
H -0.389 -0.304 -2.269 0.04
H 1.444 1.011 0.260 -0.21
H 0.065 0.205 1.329 0.05
H -1.793 -0.745 1.547 0.08
H 2.765 0.033 1.727 0.07
H 1.328 0.197 2.484 0.01
O 1.941 -0.400 2.077 -0.10

***

iii) 17
Properties=species:S:1:pos:R:3:lowdin_charge:R:1 method="wB97M-V/def2-TZVPD" e_homo_ev=-8.86 multiplicity=1 smiles=CCS.NCO
C -1.881 1.064 -1.266 -0.18
C -2.117 -0.235 -0.524 -0.61
S -2.301 0.010 1.287 0.67
H -0.840 1.367 -1.291 0.06
H -2.179 0.966 -2.303 0.07
H -2.455 1.894 -0.856 0.06
H -1.294 -0.917 -0.666 0.04
H -3.022 -0.711 -0.879 0.06
H -2.882 -1.172 1.491 -0.16
N 2.714 -0.366 1.521 0.02
C 2.480 -0.244 0.111 -0.36
O 1.090 -0.156 -0.133 -0.10
H 2.552 -1.311 1.842 0.07
H 3.642 -0.082 1.804 0.07
H 2.809 -1.121 -0.463 0.11
H 2.963 0.650 -0.279 0.11
H 0.721 0.362 0.605 0.07

***

The winner here is iii), beating the second structure by 12.6 kJ/mol.